Computed, not measured: 13 unconnected molecules or ions with the total composition C29H84O13 at a distorted geometry, with wB97M-V/def2-TZVPD.

* largest force on an atom: 12.731 eV Å⁻¹
* E_tot: -58040.5590 eV
* HOMO-LUMO gap: 9.0 eV

Bonds (Å) are listed after each position.
Atoms and positions in Å:
1 C -4.370 2.305 -2.401  O2 1.408, H3 1.105, H4 1.019, H5 1.128
2 O -3.139 2.988 -2.398  C1 1.408, H6 0.963
3 H -5.229 2.936 -2.694  C1 1.105
4 H -4.546 2.053 -1.429  C1 1.019
5 H -4.131 1.323 -2.901  C1 1.128
6 H -2.977 3.081 -3.343  O2 0.963
7 C -2.404 -0.753 -4.136  O8 1.360, H9 1.084, H10 1.110, H11 1.119
8 O -1.729 0.336 -3.679  C7 1.360, H12 0.971
9 H -1.699 -1.411 -4.630  C7 1.084
10 H -3.247 -0.333 -4.723  C7 1.110
11 H -2.878 -1.284 -3.273  C7 1.119
12 H -1.120 0.102 -2.960  O8 0.971
13 C 2.747 1.703 -0.715  O14 1.347, H15 1.083, H16 1.081, H17 1.097
14 O 2.338 0.454 -0.422  C13 1.347, H18 0.966
15 H 2.114 2.184 -1.451  C13 1.083
16 H 3.738 1.532 -1.111  C13 1.081
17 H 2.829 2.352 0.165  C13 1.097
18 H 2.606 0.179 0.464  O14 0.966
19 C 1.090 -3.008 -4.750  O20 1.420, H21 1.046, H22 1.060, H23 1.060
20 O 1.272 -2.577 -3.409  C19 1.420, H24 0.952
21 H 0.927 -4.041 -4.739  C19 1.046
22 H 1.996 -2.897 -5.289  C19 1.060
23 H 0.368 -2.617 -5.421  C19 1.060
24 H 1.533 -1.669 -3.290  O20 0.952
25 C 3.544 -2.483 -0.595  O26 1.365, H27 1.068, H28 1.083, H29 1.106
26 O 3.838 -3.812 -0.489  C25 1.365, H30 0.946
27 H 2.953 -2.293 -1.464  C25 1.068
28 H 4.421 -1.861 -0.722  C25 1.083
29 H 3.036 -2.047 0.285  C25 1.106
30 H 3.186 -4.315 -0.955  O26 0.946
31 C 3.201 0.421 -5.158  C32 1.518, H35 1.148, H36 1.118, H37 1.147
32 C 2.540 0.851 -3.861  C31 1.518, C33 1.525, O34 1.276, H38 1.138
33 C 1.286 1.685 -4.104  C32 1.525, H39 1.072, H40 1.056, H41 1.128
34 O 2.366 -0.126 -3.059  C32 1.276, H42 0.956
35 H 2.626 -0.330 -5.809  C31 1.148
36 H 4.148 -0.166 -5.063  C31 1.118
37 H 3.355 1.268 -5.916  C31 1.147
38 H 3.232 1.555 -3.295  C32 1.138
39 H 1.381 2.496 -4.799  C33 1.072
40 H 0.816 2.126 -3.267  C33 1.056
41 H 0.483 1.040 -4.563  C33 1.128
42 H 2.487 0.153 -2.153  O34 0.956
43 C -1.042 -3.688 2.384  C44 1.498, H47 1.062, H48 1.129, H49 1.075
44 C 0.327 -3.293 2.846  C43 1.498, C45 1.553, O46 1.214, H50 1.166
45 C 1.492 -4.023 2.124  C44 1.553, H51 1.073, H52 1.154, H53 1.098
46 O 0.641 -2.128 2.982  C44 1.214, H54 0.961
47 H -0.933 -4.723 2.174  C43 1.062
48 H -1.368 -3.220 1.410  C43 1.129
49 H -1.785 -3.559 3.150  C43 1.075
50 H 0.391 -3.745 3.919  C44 1.166
51 H 2.439 -3.582 2.367  C45 1.073
52 H 1.447 -3.861 0.982  C45 1.154
53 H 1.516 -5.086 2.398  C45 1.098
54 H -0.053 -1.736 3.519  O46 0.961
55 C -4.973 5.172 1.783  C56 1.518, H59 1.034, H60 1.127, H61 1.081
56 C -3.775 4.319 2.159  C55 1.518, C57 1.573, O58 1.272, H62 1.054
57 C -3.555 3.085 1.209  C56 1.573, H63 1.081, H64 1.108, H65 1.066
58 O -2.690 4.975 2.051  C56 1.272, H66 1.007
59 H -4.971 6.043 2.341  C55 1.034
60 H -5.935 4.595 1.676  C55 1.127
61 H -4.802 5.525 0.776  C55 1.081
62 H -3.876 3.959 3.144  C56 1.054
63 H -3.745 3.493 0.226  C57 1.081
64 H -4.256 2.240 1.359  C57 1.108
65 H -2.593 2.631 1.278  C57 1.066
66 H -2.464 5.403 2.934  O58 1.007
67 C 0.238 3.316 1.105  C68 1.547, H71 1.067, H72 1.088, H73 1.080
68 C -0.211 4.025 -0.195  C67 1.547, C69 1.553, O70 1.273, H74 1.122
69 C 0.253 5.503 -0.082  C68 1.553, H75 1.066, H76 1.125, H77 1.125
70 O -0.086 3.392 -1.292  C68 1.273, H78 0.949
71 H 1.118 3.610 1.632  C67 1.067
72 H 0.257 2.230 1.051  C67 1.088
73 H -0.529 3.487 1.846  C67 1.080
74 H -1.330 3.968 -0.139  C68 1.122
75 H -0.114 6.012 0.780  C69 1.066
76 H 0.012 5.990 -1.067  C69 1.125
77 H 1.369 5.637 -0.032  C69 1.125
78 H -0.623 2.610 -1.275  O70 0.949
79 C -1.115 1.384 3.567  C80 1.528, H83 1.053, H84 1.084, H85 1.095
80 C -1.487 0.209 4.470  C79 1.528, C81 1.571, O82 1.247, H86 1.086
81 C -2.668 -0.629 3.860  C80 1.571, H87 1.078, H88 1.097, H89 1.100
82 O -0.569 -0.585 4.757  C80 1.247, H90 0.985
83 H -0.540 1.022 2.762  C79 1.053
84 H -0.482 2.180 3.943  C79 1.084
85 H -1.967 1.990 3.242  C79 1.095
86 H -1.797 0.652 5.412  C80 1.086
87 H -3.222 -1.155 4.620  C81 1.078
88 H -2.216 -1.347 3.164  C81 1.097
89 H -3.424 -0.044 3.316  C81 1.100
90 H -0.751 -0.727 5.715  O82 0.985
91 C -0.462 -5.538 -2.094  C92 1.532, H95 1.040, H96 1.148, H97 1.103
92 C 0.874 -5.185 -1.432  C91 1.532, C93 1.551, O94 1.237, H98 1.107
93 C 1.231 -6.284 -0.398  C92 1.551, H99 1.096, H100 1.116, H101 1.094
94 O 1.862 -5.066 -2.167  C92 1.237, H102 0.969
95 H -0.644 -4.863 -2.864  C91 1.040
96 H -1.339 -5.217 -1.427  C91 1.148
97 H -0.607 -6.580 -2.427  C91 1.103
98 H 0.656 -4.216 -0.944  C92 1.107
99 H 1.308 -7.323 -0.737  C93 1.096
100 H 0.487 -6.492 0.408  C93 1.116
101 H 2.129 -5.993 0.155  C93 1.094
102 H 1.780 -4.165 -2.514  O94 0.969
103 C -2.174 0.150 0.182  C104 1.501, H107 1.084, H108 1.065, H109 1.091
104 C -0.775 -0.173 -0.255  C103 1.501, C105 1.516, O106 1.226, H110 1.123
105 C -0.425 -1.533 -0.826  C104 1.516, H111 1.024, H112 1.099, H113 1.088
106 O -0.298 0.615 -1.064  C104 1.226, H114 0.976
107 H -2.282 1.148 -0.228  C103 1.084
108 H -2.163 0.338 1.230  C103 1.065
109 H -3.005 -0.446 -0.199  C103 1.091
110 H -0.097 0.072 0.606  C104 1.123
111 H 0.536 -1.738 -0.539  C105 1.024
112 H -0.612 -1.557 -1.909  C105 1.099
113 H -1.035 -2.327 -0.400  C105 1.088
114 H 0.669 0.512 -0.985  O106 0.976
115 C 2.424 0.558 4.572  C116 1.507, H119 1.073, H120 1.096, H121 1.108
116 C 2.510 1.048 3.149  C115 1.507, C117 1.499, O118 1.257, H122 1.075
117 C 3.695 1.943 2.945  C116 1.499, H123 1.093, H124 1.049, H125 1.055
118 O 2.550 0.139 2.281  C116 1.257, H126 0.957
119 H 1.852 -0.318 4.812  C115 1.073
120 H 1.735 1.253 5.066  C115 1.096
121 H 3.431 0.542 5.035  C115 1.108
122 H 1.737 1.783 3.019  C116 1.075
123 H 3.911 2.264 1.923  C117 1.093
124 H 4.590 1.581 3.355  C117 1.049
125 H 3.609 2.875 3.431  C117 1.055
126 H 1.800 -0.433 2.445  O118 0.957